No. 1
{"formula": "FH3OP2", "method": "ωB97M-V with the def2-TZVPD basis set", "total_energy_ev": -23389.067, "lumo_ev": -0.10, "relative_energy_kcal_mol": 62.17, "symbols": ["O", "F", "P", "P", "H", "H", "H"], "positions_angstrom": [[0.572, 1.140, -1.240], [-1.040, -1.283, 1.517], [0.767, 0.041, -0.062], [-1.339, -0.401, 0.168], [1.290, 1.260, -1.802], [0.953, 0.830, 1.885], [-1.203, -1.586, -0.466]]}



No. 2
{"formula": "FH3OSi", "method": "ωB97M-V with the def2-TZVPD basis set", "total_energy_ev": -12692.846, "lumo_ev": 0.32, "relative_energy_kcal_mol": 23.21, "symbols": ["O", "F", "Si", "H", "H", "H"], "positions_angstrom": [[0.263, -0.251, -1.305], [-0.084, 1.324, 0.686], [-0.332, -0.129, 0.190], [1.376, 0.120, -1.190], [-1.764, -0.278, 0.460], [0.541, -0.786, 1.159]]}



No. 3
{"formula": "FH3OSi", "method": "ωB97M-V with the def2-TZVPD basis set", "total_energy_ev": -12687.258, "lumo_ev": [0.92, -2.91], "multiplicity": 3, "relative_energy_kcal_mol": 0.28, "s_squared": 2.00, "symbols": ["O", "F", "Si", "H", "H", "H"], "positions_angstrom": [[-1.594, -0.041, -0.604], [1.440, -1.147, -0.665], [0.762, -0.157, 0.323], [-1.975, 0.770, -0.413], [1.112, 1.301, -0.009], [0.733, -0.432, 1.715]]}



No. 4
{"formula": "FH3P2S", "method": "ωB97M-V with the def2-TZVPD basis set", "total_energy_ev": -32176.120, "lumo_ev": [-2.31, -2.85], "relative_energy_kcal_mol": 71.78, "symbols": ["F", "P", "P", "S", "H", "H", "H"], "positions_angstrom": [[1.524, -0.016, 2.406], [-0.129, 1.110, 0.322], [0.776, -0.746, 1.118], [2.229, -1.113, -0.240], [-1.284, 1.263, 1.061], [-1.971, -0.333, -2.592], [-1.146, -0.165, -2.075]]}



No. 5
{"formula": "FH5N3P", "method": "ωB97M-V with the def2-TZVPD basis set", "total_energy_ev": -16558.994, "lumo_ev": 0.73, "relative_energy_kcal_mol": 7.53, "symbols": ["N", "N", "N", "F", "P", "H", "H", "H", "H", "H"], "positions_angstrom": [[1.585, 0.792, 0.274], [-1.015, 0.414, 0.960], [0.069, -1.484, -0.686], [-0.475, 0.995, -1.406], [0.238, 0.192, -0.087], [2.379, 0.568, -0.346], [-0.493, 0.403, 1.810], [-1.345, 1.456, 0.812], [-0.533, -1.406, -1.398], [-0.409, -1.930, 0.067]]}



No. 6
{"formula": "FH5S2Si2", "method": "ωB97M-V with the def2-TZVPD basis set", "total_energy_ev": -40224.665, "lumo_ev": -1.02, "relative_energy_kcal_mol": 55.71, "symbols": ["F", "Si", "Si", "S", "S", "H", "H", "H", "H", "H"], "positions_angstrom": [[-1.209, -1.735, -1.788], [-1.397, 0.878, 0.579], [-0.658, -0.242, -1.349], [0.718, 0.379, -2.651], [2.804, -0.631, 1.041], [-3.008, 0.627, 0.778], [-0.536, 0.124, 1.742], [-1.062, 2.381, 0.507], [2.860, -1.160, -0.123], [1.489, -0.622, 1.265]]}



No. 7
{"formula": "FHN2O", "method": "ωB97M-V with the def2-TZVPD basis set", "total_energy_ev": -7752.578, "lumo_ev": [0.35, -2.88], "multiplicity": 3, "relative_energy_kcal_mol": 25.79, "s_squared": 2.01, "symbols": ["N", "N", "O", "F", "H"], "positions_angstrom": [[0.129, -0.435, 0.006], [0.868, 0.564, -0.098], [-1.197, -0.521, -0.028], [2.179, 0.215, 0.093], [-1.980, 0.177, 0.026]]}



No. 8
{"formula": "FHN2O3", "method": "ωB97M-V with the def2-TZVPD basis set", "total_energy_ev": -11846.891, "lumo_ev": -0.17, "relative_energy_kcal_mol": 88.88, "symbols": ["N", "N", "O", "O", "O", "F", "H"], "positions_angstrom": [[0.247, 0.731, -0.003], [-0.991, -0.103, -0.124], [-2.033, 0.451, -0.263], [-0.736, -1.236, -0.194], [1.429, -0.285, 0.516], [1.787, -0.976, -0.641], [0.296, 1.417, 0.709]]}